{"formula": "C4H7N3O3P", "method": "wB97M-V/def2-TZVPD", "homo_ha": [-0.150, -0.115], "orbital_gap_ha": [0.277, 0.221], "molar_mass_g_mol": 176.1, "relative_energy_kcal_mol": 54.1, "charge": -1, "multiplicity": 1, "species": ["C", "C", "C", "C", "N", "N", "N", "O", "O", "O", "P", "H", "H", "H", "H", "H", "H", "H"], "xyz": [[2.719, -1.152, 0.519], [-1.969, 0.272, 0.905], [3.015, 0.402, -0.966], [1.509, -0.506, 0.517], [3.692, -0.528, -0.167], [-1.637, 1.433, 1.094], [1.673, 0.497, -0.469], [-3.736, -1.737, 0.224], [-4.545, 0.748, 0.693], [-3.049, 0.109, -1.427], [-3.591, -0.110, -0.074], [3.024, -1.866, 1.141], [3.492, 1.384, -1.128], [2.928, -0.094, -2.023], [0.488, -0.591, 0.896], [-2.148, 2.370, 1.116], [-2.855, -1.820, -0.156], [0.991, 1.190, -0.694]], "nbo_charge": [-0.084, -0.128, -0.085, -0.054, -0.447, -0.729, -0.560, -0.969, -1.126, -1.140, 2.266, 0.185, 0.187, 0.166, 0.255, 0.370, 0.474, 0.419]}